Entry 1:
C5H7BrS | ωB97M-V with the def2-TZVPD basis set

CARTESIAN COORDINATES (ANGSTROEM)
1 C 1.26956 0.99233 -0.01334
2 C -0.08310 0.78678 -0.01250
3 C 2.22489 1.86320 -0.14931
4 C -2.07062 -0.81826 -0.33500
5 C -0.72636 -0.45925 0.34300
6 S 3.60192 2.53416 -0.22617
7 Br 2.91799 -1.75373 0.28154
8 H 1.98356 -0.03525 0.39318
9 H -0.63684 1.69405 -0.33158
10 H -2.91085 -0.12844 -0.51046
11 H -2.59355 -1.68332 0.21323
12 H -1.95285 -1.41217 -1.36946
13 H -0.04732 -1.35486 0.33344
14 H -0.97642 -0.22523 1.38343

Computed properties:
Relative energy (zero: lowest compared OMol25 entry of this formula, charge and spin)   63.11 kJ/mol
2S+1   3
HOMO-LUMO gap (spin up / spin down)   6.58 / 5.68 eV
Max |F|   4.2 eV/A
LUMO level (spin up / spin down)   -0.35 / -3.79 eV


Entry 2:
C55H62F7NO8 | ωB97M-V with the def2-TZVPD basis set

CARTESIAN COORDINATES (ANGSTROEM)
1 C 3.16045 2.42149 -0.28262
2 N 2.66899 3.74423 -0.81864
3 O 2.26658 3.92949 -1.95468
4 O 2.61355 4.67678 0.00309
5 H 2.62779 1.61885 -0.79266
6 H 2.87093 2.29322 0.76037
7 H 4.23273 2.50450 -0.45984
8 O -0.23569 -0.60280 1.16412
9 C 0.81275 -0.44859 0.55176
10 O 0.93200 0.15894 -0.65690
11 C -0.19621 0.80608 -1.25206
12 C -1.21337 -0.12886 -1.99089
13 C 2.12895 -0.90788 1.15646
14 H 0.18774 1.45855 -2.03626
15 H -0.70152 1.42459 -0.51030
16 H -1.37915 -0.97963 -1.32998
17 H -0.88425 -0.59958 -2.91729
18 H -2.20892 0.26296 -2.19934
19 H 2.59110 -1.75757 0.65391
20 H 1.78787 -1.35693 2.08926
21 H 2.79346 -0.06546 1.34842
22 O -5.41822 5.53532 -1.94255
23 C -4.61898 6.43295 -1.89002
24 O -3.34903 6.26569 -1.65645
25 C -2.86433 4.94723 -1.43931
26 C -1.62681 4.79006 -2.30438
27 C -4.88335 7.93801 -1.94445
28 H -3.55462 4.16365 -1.75173
29 H -2.79434 4.87405 -0.35403
30 H -0.73925 5.23324 -1.85280
31 H -1.55975 5.22815 -3.30021
32 H -1.40683 3.72601 -2.39104
33 H -4.17598 8.44303 -2.60223
34 H -4.85529 8.27120 -0.90700
35 H -5.87190 8.02562 -2.39522
36 O 5.15674 -0.50614 2.21277
37 C 6.30750 -0.23524 2.14380
38 O 7.04411 -0.01950 3.25605
39 C 6.50203 -0.12143 4.51036
40 C 7.20744 0.98195 5.38228
41 C 7.09421 -0.34694 0.85114
42 H 6.74467 -1.10609 4.90994
43 H 5.41532 -0.05345 4.45985
44 H 7.20394 1.93886 4.86035
45 H 8.26222 0.70926 5.41680
46 H 6.75771 0.97858 6.37517
47 H 8.06864 -0.78879 1.05933
48 H 7.14657 0.66811 0.45742
49 H 6.63813 -1.02173 0.12674
50 F 0.60282 2.69110 1.73317
51 C 0.86540 2.71144 3.05910
52 C 2.14849 2.88192 3.58865
53 C 2.36409 2.86426 4.98767
54 C 1.28799 2.72400 5.79769
55 C 0.00614 2.43641 5.28865
56 C -0.22824 2.50476 3.93161
57 H 3.02360 3.01550 2.97001
58 H 3.34710 3.07741 5.38095
59 H 1.47260 2.84014 6.85544
60 H -0.87974 2.46583 5.90569
61 H -1.21185 2.49220 3.48581
62 F 2.64403 -2.87208 4.36132
63 C 1.72619 -2.62959 5.26095
64 C 0.59967 -1.91204 4.86378
65 C -0.43965 -1.64675 5.86869
66 C -0.10907 -2.07931 7.20143
67 C 1.08467 -2.76539 7.51586
68 C 1.96794 -3.11021 6.50986
69 H 0.46610 -1.42284 3.91023
70 H -1.26837 -1.03397 5.54602
71 H -0.82305 -1.76449 7.94811
72 H 1.24390 -3.19100 8.49562
73 H 2.78009 -3.81590 6.60381
74 F -3.47697 -6.86815 -2.79181
75 C -3.07831 -5.91317 -1.99422
76 C -3.65923 -5.87204 -0.68114
77 C -3.28962 -4.87791 0.18578
78 C -2.28894 -3.95262 -0.18857
79 C -1.70933 -4.07188 -1.46125
80 C -2.15125 -5.00666 -2.41738
81 H -4.33327 -6.63286 -0.31612
82 H -3.69204 -4.99087 1.18162
83 H -2.07012 -3.21451 0.56887
84 H -0.82429 -3.47347 -1.61941
85 H -1.62528 -5.18887 -3.34288
86 F 3.67251 -2.00044 -5.21019
87 C 2.58314 -2.40341 -5.89279
88 C 2.74950 -3.20948 -6.97400
89 C 1.65959 -3.65643 -7.65241
90 C 0.34906 -3.38545 -7.20032
91 C 0.14175 -2.46819 -6.19764
92 C 1.32043 -1.93810 -5.56107
93 H 3.74800 -3.59314 -7.12294
94 H 1.82293 -4.22205 -8.55783
95 H -0.50690 -3.77680 -7.73001
96 H -0.83270 -2.17267 -5.83778
97 H 1.28798 -1.29650 -4.69292
98 F -8.20458 1.66587 -5.23920
99 C -7.16991 1.35517 -4.48397
100 C -6.59887 2.18209 -3.52699
101 C -5.60986 1.73080 -2.63273
102 C -5.25796 0.37460 -2.77906
103 C -5.85354 -0.47958 -3.63713
104 C -6.75625 0.04457 -4.52595
105 H -7.00945 3.17898 -3.46352
106 H -5.15794 2.39150 -1.90772
107 H -4.51423 -0.04372 -2.11703
108 H -5.39246 -1.45469 -3.69163
109 H -7.32874 -0.63138 -5.14380
110 F -4.49030 1.67030 4.74306
111 C -4.30788 1.67650 3.40848
112 C -3.77823 0.57175 2.75154
113 C -3.67780 0.69698 1.34956
114 C -3.93596 1.92813 0.68574
115 C -4.43171 2.99094 1.42728
116 C -4.66606 2.87424 2.82428
117 H -3.39069 -0.31117 3.23804
118 H -3.19364 -0.09286 0.79446
119 H -3.77759 2.03656 -0.37706
120 H -4.65175 3.88916 0.86946
121 H -4.90331 3.75312 3.40539
122 F 6.11903 -4.29135 -1.57171
123 C 4.89983 -3.98798 -2.00459
124 C 4.32885 -2.74819 -1.73751
125 C 2.94878 -2.55384 -1.92882
126 C 2.20809 -3.63317 -2.50255
127 C 2.75425 -4.83776 -2.90748
128 C 4.11203 -5.01632 -2.57217
129 H 5.06648 -2.02969 -1.41182
130 H 2.50364 -1.57906 -1.79449
131 H 1.20623 -3.42661 -2.84899
132 H 2.12826 -5.63504 -3.28017
133 H 4.62944 -5.93862 -2.79137

Computed properties:
2S+1   2
HOMO-LUMO gap (spin up / spin down)   2.33 / 5.91 eV
Net charge   -1
Max |F|   5.2 eV/A
LUMO level (spin up / spin down)   1.96 / 1.96 eV


Entry 3:
C30H52BCl2N8O2Rb | ωB97M-V with the def2-TZVPD basis set

CARTESIAN COORDINATES (ANGSTROEM)
1 Rb -0.09253 0.46067 -0.28464
2 C 1.59205 -2.72745 4.68962
3 C 0.97723 -1.52292 4.05820
4 C 0.42912 -0.43864 4.70484
5 C -0.01235 0.41012 3.67749
6 N 0.24982 -0.12381 2.49278
7 N 0.86083 -1.31529 2.72588
8 B 1.36282 -2.30339 1.63676
9 N 0.20211 -2.92144 0.80195
10 N -0.67982 -2.21410 0.05684
11 C -1.55275 -3.07728 -0.44253
12 C -1.23884 -4.37825 -0.02365
13 C -0.11718 -4.23533 0.76762
14 C 0.62730 -5.31971 1.47282
15 C -2.68218 -2.61601 -1.33706
16 C -3.57938 -3.80203 -1.69565
17 C -2.11079 -2.02019 -2.62799
18 C -3.52518 -1.55834 -0.61639
19 N 2.52462 -1.72222 0.78074
20 N 2.43510 -0.61308 0.01054
21 C 3.63023 -0.40714 -0.52351
22 C 4.52515 -1.40000 -0.09872
23 C 3.78335 -2.21518 0.73181
24 C 4.26070 -3.42610 1.46205
25 C 3.87683 0.75989 -1.45447
26 C 5.35232 0.80104 -1.85726
27 C 3.02526 0.61131 -2.72039
28 C 3.52005 2.07520 -0.75354
29 C -0.69335 1.74593 3.86222
30 C -1.97839 1.54061 4.67374
31 C -1.05073 2.39017 2.52703
32 C 0.24600 2.68276 4.63182
33 H 1.54510 -2.62311 5.77279
34 H 1.06713 -3.64025 4.41087
35 H 2.63610 -2.84563 4.40259
36 H 0.36325 -0.29321 5.76848
37 H 1.84065 -3.21824 2.22788
38 H -1.74586 -5.29820 -0.25100
39 H 0.14935 -6.27506 1.25974
40 H 1.66393 -5.37700 1.14436
41 H 0.63129 -5.17231 2.55181
42 H -3.02076 -4.56474 -2.23860
43 H -4.00154 -4.26032 -0.80089
44 H -4.40310 -3.47118 -2.33040
45 H -1.45484 -2.73528 -3.12463
46 H -2.91787 -1.76074 -3.31732
47 H -1.53335 -1.11349 -2.43893
48 H -3.95661 -1.96385 0.29925
49 H -2.92023 -0.69227 -0.34140
50 H -4.33917 -1.21880 -1.26139
51 H 5.56391 -1.51912 -0.34783
52 H 5.31377 -3.58629 1.23430
53 H 4.15768 -3.31389 2.54049
54 H 3.70962 -4.31859 1.16967
55 H 5.63884 -0.10676 -2.38864
56 H 5.53819 1.65104 -2.51598
57 H 5.99487 0.90199 -0.98214
58 H 3.22814 -0.33891 -3.21505
59 H 1.95597 0.64927 -2.50050
60 H 3.24835 1.41768 -3.42206
61 H 4.13156 2.21542 0.13832
62 H 3.68742 2.92060 -1.42434
63 H 2.47435 2.08414 -0.44136
64 H -2.66186 0.87399 4.14699
65 H -1.75964 1.09646 5.64399
66 H -2.48228 2.49455 4.84241
67 H -1.73429 1.76131 1.95618
68 H -1.54638 3.34777 2.70589
69 H -0.16684 2.58207 1.91898
70 H 0.50817 2.26091 5.60154
71 H 1.16952 2.84146 4.07468
72 H -0.23060 3.65075 4.79960
73 N -3.21040 4.04665 -2.86607
74 C -2.17442 4.94990 -2.34479
75 C -1.15998 4.13233 -1.55113
76 N -1.76753 3.33909 -0.48818
77 C -2.90616 2.56196 -0.96780
78 C -3.91469 3.38664 -1.75808
79 H -2.56264 3.03086 -3.86687
80 H -3.87498 4.57947 -3.41524
81 H -2.62010 5.72121 -1.69992
82 H -1.68709 5.44750 -3.18504
83 H -0.40976 4.79216 -1.11280
84 H -0.64556 3.44743 -2.22920
85 H -2.05441 3.94166 0.27585
86 H -3.38893 2.07644 -0.11808
87 H -2.52272 1.78502 -1.63190
88 H -4.39128 4.13107 -1.10328
89 H -4.69452 2.74202 -2.16816
90 Cl -0.67481 -0.54785 -5.81715
91 C -0.56926 1.21195 -5.72437
92 Cl 1.11289 1.76339 -5.71237
93 C -1.24590 1.71278 -4.44698
94 O -2.13458 2.63505 -4.71704
95 O -0.95995 1.32137 -3.34577
96 H -1.05256 1.62997 -6.60296

Computed properties:
Relative energy (zero: lowest compared OMol25 entry of this formula, charge and spin)   0.50 kJ/mol
HOMO-LUMO gap   7.92 eV
Max |F|   0.7 eV/A
LUMO level   -0.07 eV